A cluster of 5 separate species, C27H44F12NO9 in total, computed with wB97M-V/def2-TZVPD.

Charge ... +1
HOMO level ... -12.00 eV
Multiplicity ... 1
Calculated total energy ... -81235.787 eV

Positions of all 93 atoms, in Å:
F -0.843 0.456 6.330
F -0.400 2.015 7.780
F 2.548 -1.939 -12.279
F 2.895 1.933 -3.225
F 1.237 -0.551 -13.309
F 0.415 -2.301 -12.330
F -0.627 -8.299 6.337
F 3.325 2.464 -5.280
F -1.875 -7.066 7.613
F -2.530 -7.561 5.609
F 2.397 3.912 -3.964
F -0.225 -0.073 8.335
O 2.244 1.219 7.739
O 0.792 1.830 -5.858
O 0.256 2.022 -3.675
O 2.201 0.258 -10.762
O 0.180 -0.623 -10.260
O -1.025 -5.526 4.731
O -4.396 1.882 -2.830
O 0.156 -5.585 6.654
O 1.651 0.462 5.690
N -0.261 0.950 3.591
C 2.455 2.616 -4.293
C -0.682 1.773 2.400
C -4.626 1.904 -1.436
C -1.059 0.002 -4.095
C -1.473 -7.263 6.354
C -1.351 0.612 0.208
C -0.041 0.807 7.366
C -1.077 1.503 -3.946
C -3.664 0.913 -0.779
C 0.904 0.104 1.359
C -0.202 1.141 1.074
C 1.567 -0.442 0.078
C -0.528 -0.508 3.359
C 1.055 2.103 -4.726
C 3.666 1.296 7.392
C 0.088 -3.159 6.416
C -0.763 -6.003 5.796
C 1.345 -1.356 -12.242
C 2.166 1.095 -9.576
C 0.903 -4.421 6.238
C 1.158 -0.532 -10.942
C -5.157 2.830 -3.552
C 3.963 2.541 6.595
C 1.419 0.806 6.824
C 0.405 -1.029 2.269
C -2.500 1.583 -0.057
C 2.519 0.309 -8.336
H 3.497 -0.159 -8.444
H -5.344 2.423 -4.546
H 2.894 1.873 -9.787
H -0.757 1.258 4.425
H -5.674 1.665 -1.218
H -2.082 -0.353 -4.216
H -0.133 -1.777 1.684
H 0.285 1.941 0.506
H -4.619 3.779 -3.656
H -2.858 2.047 0.868
H -4.206 0.252 -0.098
H -1.768 1.823 2.467
H 3.659 3.432 7.143
H 2.645 -0.280 0.075
H -3.280 0.279 -1.584
H 0.697 -2.295 6.141
H 0.734 1.065 3.794
H -0.288 2.777 2.551
H -0.227 -3.043 7.454
H 1.178 0.050 -0.813
H -0.800 -3.184 5.786
H -1.573 -0.562 3.048
H -1.733 -0.336 0.610
H -1.658 1.821 -3.083
H -6.122 3.027 -3.073
H -0.478 -0.300 -4.965
H -0.638 -0.470 -3.205
H 2.540 0.986 -7.482
H 3.928 0.383 6.859
H -0.427 -1.020 4.312
H 1.689 0.649 1.901
H 1.775 -0.463 -8.145
H 1.403 -1.514 -0.037
H -1.461 1.995 -4.838
H 5.037 2.597 6.422
H 1.789 -4.426 6.869
H 1.206 -4.561 5.201
H 4.156 1.303 8.360
H -4.441 2.921 -1.054
H 3.464 2.523 5.627
H 1.266 -1.538 2.707
H 1.175 1.541 -9.501
H -0.928 0.367 -0.768
H -2.129 2.402 -0.684

Atomic partial charges in e from the Löwdin method, atoms 1 to 6: 0.120 0.197 0.166 0.155 0.166 0.174